Entry from OMol25: 12 unconnected molecules or ions with the total composition C99H211N11O12 in a non-equilibrium geometry (ωB97M-V/def2-TZVPD).

Geometry (Å):
H (5.540, -4.621, 7.467)
H (4.094, 0.524, -8.249)
H (0.759, 6.037, 1.058)
H (5.367, 4.985, -3.299)
H (-7.654, -4.894, 2.755)
N (6.505, -2.781, -2.820)
C (-2.234, 6.621, -6.356)
H (-4.848, -7.392, 2.605)
H (2.623, -1.331, 4.760)
O (7.667, -3.465, -3.101)
C (0.340, 6.710, 1.805)
C (-5.597, -5.289, 3.006)
H (8.597, -2.095, -0.925)
H (1.469, 0.788, -3.683)
H (-4.756, -5.564, 0.200)
C (-2.393, 5.598, 2.335)
H (-4.271, 6.083, -5.844)
H (-4.890, -0.580, -0.589)
N (-1.164, 5.098, 3.051)
H (0.008, -1.624, 0.195)
C (0.080, 5.945, 3.137)
H (2.057, -1.095, 1.197)
H (-2.391, 2.797, -7.748)
H (-6.458, 2.633, -0.086)
H (5.554, -0.309, 4.849)
H (5.365, -3.879, 2.760)
H (1.917, -3.685, 4.255)
H (-4.881, -3.327, 0.748)
H (2.055, -0.293, 8.317)
C (0.652, 0.445, 1.940)
C (-0.176, -0.463, 7.573)
C (-2.157, 5.288, -3.444)
H (4.642, -2.590, 1.856)
H (-4.055, 7.056, 2.758)
H (-7.060, -6.178, 4.266)
C (5.434, -0.722, -1.755)
N (-4.304, -4.540, 3.223)
C (2.588, 0.247, -5.449)
H (3.252, -3.361, -1.917)
C (2.145, -0.014, -3.981)
C (0.195, 6.956, 4.273)
H (-3.932, -3.336, -2.321)
N (-7.527, 0.398, -0.064)
C (5.569, -4.570, -1.177)
C (-8.324, 0.347, -2.862)
C (0.060, 4.304, -5.875)
C (-8.732, -0.456, -0.411)
H (-2.583, 5.215, -7.961)
H (0.280, 3.434, -5.257)
H (-1.501, -5.956, -5.892)
O (4.476, -1.106, -5.175)
H (2.717, 2.479, -5.596)
C (-4.393, 4.496, -3.933)
H (-1.085, -2.007, 6.289)
H (5.430, -0.241, -7.344)
H (-5.082, 4.076, -4.666)
H (1.438, -1.992, -7.525)
H (5.950, -4.939, -4.135)
C (4.858, 3.898, -0.088)
H (1.144, 7.439, 1.915)
H (-2.519, -6.234, 2.188)
H (-1.140, -1.930, -4.628)
C (6.176, 3.499, -0.790)
O (-4.466, -3.537, 4.112)
H (-1.350, 5.901, -3.847)
H (7.988, -3.017, -3.887)
C (-2.090, -2.337, -2.720)
H (4.601, -2.044, -0.320)
H (-7.927, -0.638, -3.105)
C (1.232, -1.774, 10.395)
H (3.923, 1.625, -6.551)
C (-5.508, -0.365, -1.462)
H (-5.017, -2.936, 3.606)
H (-4.094, -7.177, 0.357)
H (3.961, -3.055, -8.440)
H (-2.152, 0.551, 7.344)
H (-2.590, 7.282, 3.621)
H (-2.795, 7.361, -6.927)
H (0.920, 4.339, -6.545)
H (0.285, -4.129, -1.923)
C (3.604, -1.379, 4.287)
C (-4.003, -5.296, -4.354)
H (3.339, -1.183, -1.203)
H (-8.835, 0.705, -3.756)
H (4.741, 7.280, 0.010)
O (3.275, 2.533, -1.247)
C (4.821, 6.436, -0.674)
C (7.570, -0.508, -3.044)
C (1.466, -0.257, 0.827)
H (3.556, -0.801, 3.364)
C (-3.823, -3.265, 1.004)
C (-6.505, 0.754, -1.065)
H (-3.930, -6.342, -4.653)
C (4.943, 5.323, 0.380)
C (4.677, 3.061, 1.193)
H (3.745, -2.482, -3.193)
H (-1.614, -4.431, 3.428)
C (-4.333, -6.270, 0.914)
H (-1.730, 4.919, 4.838)
H (7.421, -2.334, 6.552)
C (3.443, 4.765, -2.069)
C (-1.364, 3.066, -7.497)
H (-0.824, 3.215, -8.432)
C (-0.906, -2.526, -3.746)
C (2.689, -3.560, 3.496)
H (-3.263, 0.722, 2.964)
H (-4.987, -5.257, -3.886)
C (-3.372, -4.255, 2.129)
H (-1.729, 4.459, -2.881)
H (-4.819, 5.305, -3.340)
N (3.337, -0.996, -5.865)
H (-2.183, -2.150, 10.362)
H (0.861, -1.419, 3.114)
H (1.349, -0.804, 10.877)
H (-2.135, -0.850, 0.740)
C (0.111, -0.654, 2.909)
H (-2.482, -1.322, -2.651)
H (3.760, -1.423, 7.044)
C (0.604, -0.855, -0.296)
C (3.450, -1.304, -7.274)
H (0.322, -5.726, -2.836)
H (3.156, -3.516, -7.049)
C (-9.884, -0.272, 0.685)
H (0.456, -0.379, -5.878)
H (-3.510, 7.065, -4.681)
N (-0.491, 1.235, 1.348)
H (3.029, -0.067, -3.346)
H (2.747, 6.636, -0.968)
H (-2.884, 6.880, 0.671)
C (-1.671, 2.297, -0.565)
H (1.774, 3.777, -3.054)
C (1.223, 0.320, -6.209)
H (7.164, -2.414, -0.093)
H (1.918, 2.223, 2.036)
C (3.864, -2.763, -7.395)
H (1.123, -1.256, -1.167)
H (-1.257, 0.273, 5.828)
H (-3.123, 1.856, 3.958)
C (-1.325, 4.220, -6.506)
H (-1.187, -1.390, 11.482)
H (-0.926, 2.195, -7.010)
H (-10.897, -0.549, 0.392)
H (4.492, 1.987, 1.159)
H (-2.664, 5.916, -2.712)
N (-2.416, 3.886, -5.533)
H (-1.797, 0.288, 9.753)
H (5.739, 6.498, -1.259)
C (-3.243, 6.502, 3.228)
H (0.934, 1.347, -5.984)
H (-4.846, -0.126, -2.294)
H (-4.978, 1.693, 0.214)
H (1.246, 4.328, 4.193)
H (-5.524, -6.843, 4.697)
H (-3.768, -2.220, 1.310)
H (-0.043, -2.044, -3.287)
C (4.709, -1.385, 6.510)
H (0.073, 5.204, -5.260)
H (4.212, 5.546, 1.157)
H (4.557, -3.963, -4.476)
H (7.048, -0.343, -3.986)
H (-1.243, 8.194, 1.988)
C (4.522, -0.423, -7.918)
C (4.347, -1.591, -1.278)
H (1.629, -2.612, 7.549)
H (1.345, 4.852, -1.649)
C (-1.205, -2.263, 10.830)
C (-3.168, -3.318, -3.098)
H (1.041, 1.149, 8.263)
H (-1.097, -3.684, 8.561)
H (3.906, 4.664, -4.286)
H (3.805, 6.960, -2.359)
H (1.248, 4.150, 2.480)
H (-3.700, 6.134, 4.147)
C (-3.075, -5.622, 1.479)
H (-1.442, 2.410, -1.624)
H (-3.239, -3.359, 0.089)
H (2.944, -4.561, 3.149)
C (-2.361, 0.105, 0.265)
H (8.523, -0.945, -3.344)
C (3.354, 1.595, -5.622)
C (0.379, -4.639, -2.881)
C (2.046, -1.234, -8.020)
C (-3.320, 6.207, -5.326)
H (-0.670, 0.173, -1.774)
H (2.239, 0.404, 0.435)
H (5.875, -2.207, 3.055)
C (-5.294, -6.553, 2.071)
H (6.365, -5.225, -1.532)
H (3.768, 3.415, 1.679)
C (-7.168, 1.278, -2.384)
H (-3.646, 3.722, 2.644)
C (-0.459, -4.048, -4.039)
H (4.760, -5.264, -0.953)
C (-0.134, 0.342, -0.840)
H (6.052, 2.636, -1.444)
C (-0.922, 7.408, 1.305)
O (-0.838, 0.315, 9.792)
H (-2.844, -0.078, -0.695)
H (5.597, -0.011, -0.945)
H (-7.576, 2.277, -2.229)
H (5.364, -0.851, 7.199)
H (-0.590, 7.838, 0.360)
H (7.802, 0.424, -2.528)
C (1.212, 4.902, 3.268)
H (1.896, 0.910, -8.132)
C (5.251, -2.854, 6.261)
H (-2.477, -5.549, 0.571)
N (-1.650, -4.812, -4.437)
C (-1.736, 5.496, -7.336)
H (-0.248, -0.259, 3.859)
N (-0.637, -0.797, 8.955)
C (-3.066, 4.920, -4.591)
H (4.375, -1.996, -4.829)
C (4.567, -0.555, 5.239)
H (-0.055, 6.577, 5.264)
C (5.019, -2.849, 2.845)
H (-7.703, -2.288, 0.125)
H (-4.148, 4.682, 1.267)
H (-2.053, -6.515, -2.487)
H (-4.252, 3.682, -3.222)
O (-3.742, 1.197, 3.644)
H (-2.010, -5.161, -1.467)
C (-0.121, -3.232, 8.739)
C (3.598, 6.268, -1.542)
C (0.390, -3.896, -5.302)
H (5.149, -0.075, -2.584)
H (5.514, 3.088, 1.891)
H (-1.641, 5.727, 0.204)
H (-6.803, -4.800, 1.209)
H (-1.409, 7.110, -5.838)
H (1.055, 1.637, 3.533)
H (1.426, -4.559, -3.174)
H (-1.758, -2.731, -1.760)
H (-6.421, 1.271, -3.178)
H (1.178, -3.147, -5.213)
H (6.955, -3.599, 5.265)
H (0.945, -4.809, -5.515)
C (-0.179, -1.987, 9.701)
C (4.409, 4.466, -3.339)
H (-4.133, -4.702, -5.259)
H (0.551, -1.566, 5.830)
H (-1.151, -3.243, 11.305)
O (-1.308, 1.712, 2.318)
H (-9.976, -0.631, -2.141)
C (-8.406, -1.899, -0.613)
H (2.555, 0.918, 3.000)
O (-1.430, 4.313, 4.157)
H (0.475, -3.996, 9.238)
C (1.628, 1.367, 2.646)
O (-7.003, 0.072, 1.201)
H (-9.279, -2.510, -0.382)
H (-7.316, 0.801, 1.742)
H (4.571, 3.393, -3.433)
H (-0.521, 7.766, 4.138)
H (-0.742, -1.110, 2.408)
C (-5.727, 1.959, -0.532)
H (-2.745, 2.464, -0.490)
C (6.711, -2.681, 5.801)
H (4.889, -0.884, -8.835)
H (-9.585, -0.796, 1.593)
C (-9.340, 0.141, -1.709)
H (-3.610, -5.949, -1.945)
C (-2.031, -3.729, 2.707)
H (-5.910, -5.169, 5.145)
C (6.815, -1.482, -2.127)
H (-3.218, 0.445, 0.846)
H (4.876, -2.868, -7.005)
C (-6.721, -4.597, 2.276)
H (-0.143, -3.643, -6.219)
O (-2.103, 2.719, -4.896)
H (1.626, -0.968, -3.883)
H (4.539, -5.473, -3.419)
C (1.978, 4.707, -2.524)
N (3.666, 3.779, -0.955)
H (-2.653, 3.754, 1.351)
C (1.262, 0.207, 7.760)
C (5.359, -3.667, -2.421)
H (-2.287, -2.753, 3.120)
H (1.307, -2.536, 11.171)
H (1.182, 7.413, 4.348)
C (-0.102, -1.749, 6.683)
H (-5.107, 2.429, -1.297)
H (-10.033, 0.971, -1.571)
C (-1.990, 6.361, 1.019)
H (-1.225, 3.197, -0.141)
O (4.810, -4.857, 4.991)
C (-2.811, -4.734, -3.520)
H (-3.675, -2.763, -3.887)
H (-1.259, -3.649, 1.942)
H (0.374, 0.009, -8.222)
H (1.951, -2.043, 9.621)
H (5.832, -4.006, -0.282)
H (-8.158, -2.164, -1.640)
C (-1.176, 0.974, 0.097)
H (-2.887, 2.203, -5.096)
C (-6.005, -5.924, 4.364)
H (7.008, 3.393, -0.094)
H (6.882, -2.012, 4.957)
H (1.619, 5.441, -3.246)
C (3.981, -2.841, 3.982)
C (-3.296, 4.440, 1.902)
H (4.098, -3.606, 7.922)
H (2.236, 5.263, 3.168)
H (1.736, 0.521, 6.830)
H (4.094, 0.412, 5.417)
H (-9.986, 0.775, 0.969)
H (-0.752, 1.530, 6.973)
C (5.147, -3.617, 7.625)
H (4.082, 1.793, -4.835)
H (-1.029, 2.625, 2.419)
H (6.469, 4.091, -1.657)
H (0.652, -3.796, 6.754)
H (-0.920, 5.829, -7.979)
H (2.046, -1.513, -9.074)
C (5.039, -4.542, -3.688)
H (-6.271, -6.863, 1.702)
C (-2.619, -5.614, -2.250)
N (4.379, -3.536, 5.213)
H (2.369, 2.456, -0.941)
H (-6.645, -3.522, 2.438)
H (4.317, -5.389, 5.619)
C (0.596, -2.935, 7.421)
C (7.586, -1.707, -0.807)
C (-1.164, 0.525, 6.885)
H (0.528, 1.064, -1.318)
O (-1.410, -6.079, -4.944)
H (5.758, -3.226, 8.439)
H (-5.876, -1.325, -1.823)
H (2.268, -3.109, 2.597)
C (1.340, 0.068, -7.719)
H (7.666, -0.778, -0.241)
C (4.125, -2.782, -2.217)
H (5.920, 5.479, 0.838)

Summary:
ΔE to the lowest compared entry with this formula, charge and spin = 315.4 kJ/mol
LUMO = 0.3790 eV
HOMO level = -0.2868 Eh
strongest force on any atom = 5.28 eV/Å
SMILES = CC1(C)CCCC(C)(C)N1O.CC1(C)CCCC(C)(C)N1O.CC1(C)CCCC(C)(C)N1O.CC1(C)CCCC(C)(C)N1O.CC1(C)CCCC(C)(C)N1O.CC1(C)CCCC(C)(C)N1O.CC1(C)CCCC(C)(C)N1O.CC1(C)CCCC(C)(C)N1O.CC1(C)CCCC(C)(C)N1O.CC1(C)CCCC(C)(C)N1O.CC1(C)CCCC(C)(C)N1O.O

Entry from OMol25: C20H36B2F2O6Si2 in the gas phase in a non-equilibrium geometry (ωB97M-V/def2-TZVPD).

Geometry (Å):
O (0.380, 4.020, -0.590)
C (-1.464, 2.293, -0.764)
O (1.932, -0.605, 2.689)
F (-2.362, -2.521, 1.123)
H (0.574, -1.826, -6.221)
C (0.372, -3.503, -0.772)
H (4.244, -1.980, -0.329)
C (-3.479, 4.260, -3.154)
C (-1.723, 2.155, 0.813)
H (-4.109, 3.494, -2.568)
C (2.356, -2.427, -3.022)
C (3.874, -0.987, -4.765)
H (2.881, 2.808, 1.971)
H (4.269, -4.656, -1.378)
H (4.515, -1.675, -2.602)
C (-2.178, 0.637, 1.103)
C (-2.264, 1.319, 5.836)
H (2.957, -5.354, -0.177)
H (-3.089, 3.765, -4.108)
H (-3.125, 0.699, 1.764)
H (2.006, 1.882, 3.298)
C (1.184, -2.532, -4.041)
H (-0.125, -3.840, -1.761)
H (0.257, -4.390, -0.055)
O (-0.351, -1.014, 4.879)
H (-4.228, 5.072, -3.499)
H (-1.335, -2.065, -0.976)
H (2.838, -0.526, -6.793)
O (1.432, 1.343, 1.257)
H (-3.412, 1.362, 3.890)
H (-2.403, 0.134, 0.103)
B (-1.411, -0.729, 3.921)
C (-0.938, -2.190, 1.205)
Si (2.233, -3.207, -1.247)
H (4.863, -0.431, -4.957)
H (1.695, -1.564, 2.608)
C (-3.221, 0.622, 4.749)
H (0.116, -0.173, 5.107)
H (-1.039, 1.307, -1.194)
C (1.381, -1.823, -5.417)
H (-0.884, 2.547, 1.475)
H (-2.235, 6.018, -2.600)
F (-0.274, -3.149, 2.046)
C (2.698, -1.047, -5.780)
O (-1.022, 4.281, -2.388)
H (-2.506, 2.398, -1.257)
Si (-0.904, -0.429, 2.057)
C (1.884, 2.331, 2.250)
H (-2.645, 2.817, 1.045)
H (-2.699, 4.875, -1.156)
C (-0.635, 3.583, -1.200)
H (-1.529, 2.013, 5.272)
C (3.149, -4.889, -1.212)
C (3.683, -1.685, -3.387)
B (0.937, 0.196, 1.975)
O (-2.802, -0.697, 4.317)
C (3.138, -2.039, -0.002)
H (3.142, -2.430, 1.070)
H (1.113, 3.187, 2.359)
H (2.729, -5.520, -2.074)
C (-2.315, 4.922, -2.245)
H (-2.933, 1.994, 6.494)
C (-0.399, -2.165, -0.312)
H (0.264, -1.265, -0.553)
H (-4.248, 0.479, 5.261)
H (2.710, -0.984, -0.117)
H (0.210, -3.092, -3.805)
H (-1.732, 0.598, 6.539)

Summary:
ΔE to the lowest compared entry with this formula, charge and spin = 481.4 kJ/mol
LUMO = -0.1792 eV
HOMO level = -0.3225 Eh
strongest force on any atom = 5.23 eV/Å
SMILES = CCOB(O)[Si@@](CCCC(=O)OCC)(B(O)OC)C(F)(F)CC[Si](C)(C)c1ccccc1

Entry from OMol25: 2 unconnected molecules or ions with the total composition C3H5BrNO2 in a non-equilibrium geometry (ωB97M-V/def2-TZVPD).

Geometry (Å):
H (-0.193, -0.324, 1.566)
N (-1.502, 0.968, 1.289)
H (0.436, -0.830, -1.055)
O (-0.633, -3.367, 0.650)
H (-1.574, -0.938, 0.662)
H (-0.466, 0.639, -1.121)
C (0.167, 0.049, -0.478)
Br (-2.706, 1.805, 0.118)
H (1.026, 0.607, -0.084)
C (-0.805, -0.055, 0.759)
C (-1.378, -2.907, -0.073)
O (-2.093, -2.824, -0.948)

Summary:
ΔE to the lowest compared entry with this formula, charge and spin = 94.1 kJ/mol
LUMO = 3.3620 eV
HOMO level = -0.0780 Eh
strongest force on any atom = 4.20 eV/Å
charge = -1

Entry from OMol25: 2 unconnected molecules or ions with the total composition C4H13NOS in a non-equilibrium geometry (ωB97M-V/def2-TZVPD).

Geometry (Å):
H (1.864, 1.076, 1.226)
H (-1.462, -2.191, -0.225)
H (1.642, -1.010, -1.418)
H (0.685, -2.124, 1.685)
H (-2.202, 2.485, -1.168)
C (-1.107, -1.043, -0.382)
H (0.796, -0.520, 2.257)
H (-1.045, -1.187, -1.454)
H (-3.120, 0.117, -0.287)
H (3.158, 1.163, 0.494)
H (0.653, 0.203, 0.148)
S (-1.119, 1.598, -1.138)
C (1.234, -1.739, -0.634)
O (2.818, 1.118, 1.385)
N (0.330, -1.152, 1.713)
C (-1.966, 0.282, -0.172)
H (-1.922, 0.599, 0.917)
C (0.305, -0.869, 0.231)
H (2.183, -2.106, -0.140)
H (1.016, -2.732, -1.156)

Summary:
ΔE to the lowest compared entry with this formula, charge and spin = 214.5 kJ/mol
LUMO = 0.6491 eV
HOMO level = -0.3372 Eh
strongest force on any atom = 5.58 eV/Å
SMILES = C[C@H](N)CCS.O

Entry from OMol25: a gas-phase ion, C4H10NO2S (charge +1) in a non-equilibrium geometry (ωB97M-V/def2-TZVPD).

Geometry (Å):
H (-0.587, 0.720, -1.063)
H (0.067, 2.194, 0.691)
C (1.810, 0.335, -0.059)
H (3.407, 0.610, 1.175)
H (-2.092, -1.165, -0.410)
O (2.901, 0.989, 0.420)
H (-1.941, 1.084, -0.034)
H (0.081, -1.660, -1.607)
C (-1.119, -0.884, 0.094)
H (-0.063, -2.814, -0.304)
C (0.027, 1.167, 0.850)
N (-0.976, 0.527, -0.047)
O (1.454, 0.657, -1.319)
H (-1.062, -1.032, 1.169)
H (2.123, 1.267, -1.600)
H (-0.191, 0.970, 1.962)
S (1.641, -1.461, 0.355)
C (0.089, -1.744, -0.591)

Summary:
ΔE to the lowest compared entry with this formula, charge and spin = 275.6 kJ/mol
LUMO = -3.1484 eV
HOMO level = -0.4636 Eh
strongest force on any atom = 5.45 eV/Å
charge = +1

Entry from OMol25: a gas-phase ion, C4H6NO3S (charge -1) in a non-equilibrium geometry (ωB97M-V/def2-TZVPD).

Geometry (Å):
H (-1.488, 0.156, -1.499)
H (-1.757, -0.847, 1.865)
S (2.491, -0.040, 0.043)
O (3.353, 1.010, 0.659)
C (-0.039, -1.571, -0.157)
N (0.171, -2.647, -0.503)
C (-0.513, 0.556, -1.180)
H (-1.008, 0.812, 1.725)
C (-1.418, 0.041, 1.188)
H (-0.474, 1.568, -0.859)
C (-0.278, -0.171, 0.176)
O (2.204, 0.219, -1.351)
O (0.911, 0.385, 0.870)
H (0.201, 0.164, -1.736)
H (-2.356, 0.364, 0.759)

Summary:
ΔE to the lowest compared entry with this formula, charge and spin = 177.1 kJ/mol
LUMO = 3.6153 eV
HOMO level = -0.1603 Eh
strongest force on any atom = 5.55 eV/Å
charge = -1